1.
38
Properties=species:S:1:pos:R:3:mulliken_charge:R:1 method="wB97M-V/def2-TZVPD" max_force_ha_per_bohr=0.0290 charge=+1 gap_ev=6.24 e_above_lowest_kcal_mol=36.47 e_homo_ev=-11.4445
Zr -0.20 0.04 -0.62 0.2786
S 2.15 0.02 0.15 -0.4613
C 2.04 1.19 1.46 0.7645
C 3.00 1.14 2.46 -0.8282
C 2.97 2.05 3.52 0.4488
C 3.93 1.93 4.57 -0.2466
N 4.69 1.82 5.43 -0.4174
C 1.98 3.04 3.55 0.5392
C 1.04 3.10 2.53 -0.7959
C 1.05 2.18 1.49 0.6718
S -0.19 2.33 0.25 -0.3796
C 1.91 3.97 4.64 -0.2409
N 1.82 4.70 5.52 -0.4230
H 3.77 0.39 2.42 0.5365
H 0.28 3.87 2.55 0.5605
C -5.43 0.33 -1.81 -0.9561
Si -5.18 0.00 0.00 0.3988
C -5.50 -1.72 0.59 -0.9649
C -5.43 1.39 1.18 -0.9566
Se -2.60 -0.14 -0.09 0.2254
H -6.50 0.39 -2.04 0.3625
H -4.99 -0.47 -2.41 0.3295
H -4.97 1.27 -2.09 0.3340
H -6.57 -1.89 0.69 0.3784
H -5.04 -1.88 1.57 0.3356
H -5.11 -2.45 -0.11 0.3055
H -6.50 1.58 1.32 0.3679
H -4.97 2.31 0.81 0.3305
H -5.00 1.16 2.15 0.3328
I 1.68 -6.03 0.53 0.2181
C 0.54 -4.35 0.18 -0.7532
C -0.78 -4.31 -0.22 -0.0848
N -1.11 -3.02 -0.35 0.1506
N -0.08 -2.20 -0.04 -0.3026
C 0.93 -3.02 0.29 -0.2102
H -1.48 -5.11 -0.42 0.4703
H -2.03 -2.60 -0.49 0.1564
H 1.89 -2.63 0.59 0.5249


2.
34
Properties=species:S:1:pos:R:3:mulliken_charge:R:1 method="wB97M-V/def2-TZVPD" max_force_ha_per_bohr=0.0772 gap_ev=8.72 e_above_lowest_kcal_mol=105.95 smiles="CCCc1noc2c1[C@@H](c1ccoc1)[C@H](C#N)C(N)=N2" e_homo_ev=-8.4753
C 1.59 2.79 2.84 -1.3282
C 1.51 1.30 2.40 -0.1272
C 0.05 0.80 2.39 -0.8806
C -0.06 -0.58 1.84 -0.3685
N 0.34 -1.60 2.55 -0.6920
O 0.13 -2.73 1.71 -0.2619
C -0.45 -2.29 0.54 -0.0361
C -0.55 -0.93 0.54 0.6315
C -0.91 -0.09 -0.66 0.6218
C 0.38 0.34 -1.34 0.1573
C 0.73 1.70 -1.68 -1.0964
C 1.96 1.62 -2.28 -0.3791
O 2.43 0.33 -2.31 -0.3683
C 1.45 -0.44 -1.71 -0.4407
C -1.77 -0.92 -1.63 0.2935
C -3.18 -0.57 -1.42 0.1332
N -4.27 -0.19 -1.20 -0.5605
C -1.55 -2.40 -1.56 0.1632
N -1.84 -3.26 -2.56 -0.3898
N -0.89 -3.00 -0.60 -0.6647
H 0.89 3.39 2.28 0.3430
H 2.57 3.17 2.62 0.3907
H 1.39 2.91 3.91 0.3297
H 2.11 0.68 3.09 0.3044
H 1.94 1.21 1.39 0.2255
H -0.31 0.85 3.43 0.4485
H -0.60 1.46 1.81 0.3550
H -1.47 0.80 -0.38 0.7867
H 0.19 2.61 -1.53 0.4958
H 2.47 2.46 -2.71 0.4834
H 1.52 -1.55 -1.60 0.4451
H -1.50 -0.64 -2.67 0.4332
H -2.60 -3.03 -3.19 0.2597
H -1.69 -4.20 -2.29 0.2928


3.
40
Properties=species:S:1:pos:R:3:mulliken_charge:R:1 method="wB97M-V/def2-TZVPD" max_force_ha_per_bohr=0.0081 charge=-1 gap_ev=5.91 e_above_lowest_kcal_mol=0.00 e_homo_ev=-4.2934
Pd 1.02 -0.61 0.88 0.5461
Se -1.38 -0.69 0.26 -0.3973
P -1.12 -2.29 -1.27 0.9519
Se 0.18 -1.95 -2.88 -0.4234
C -0.72 -3.82 -0.37 0.7277
C -1.63 -4.38 0.52 -0.3850
C -1.30 -5.51 1.24 -0.6272
C -0.04 -6.08 1.10 -0.3600
C 0.87 -5.52 0.22 -0.6195
C 0.54 -4.39 -0.51 -0.4126
C -2.84 -2.61 -1.84 0.4040
C -3.96 -2.30 -1.07 -0.1778
C -5.23 -2.61 -1.51 -0.7808
C -5.41 -3.24 -2.74 -0.3532
C -4.30 -3.55 -3.51 -0.6058
C -3.02 -3.24 -3.07 -0.5838
H -2.61 -3.92 0.65 0.2559
H -2.02 -5.94 1.93 0.3559
H 0.22 -6.96 1.67 0.3657
H 1.86 -5.95 0.12 0.3725
H 1.25 -3.94 -1.19 0.2221
H -3.83 -1.80 -0.12 0.2177
H -6.09 -2.35 -0.91 0.3688
H -6.40 -3.48 -3.09 0.3590
H -4.43 -4.04 -4.47 0.3660
H -2.15 -3.46 -3.68 0.2718
Se 1.30 1.33 -0.57 -0.3241
Se 3.15 0.71 0.65 -0.2492
Te 2.98 -2.06 1.96 -0.1250
Se 0.63 -2.38 2.58 -0.3991
N -2.68 2.96 3.58 -0.4964
C -1.37 2.58 3.42 0.6159
N -1.06 2.11 2.21 -0.1943
N -0.60 2.71 4.46 -0.6771
C 0.71 2.55 4.34 0.4842
N 1.87 2.49 4.33 -0.5147
H -3.37 2.44 3.06 0.2304
H -2.93 3.13 4.54 0.2708
H -1.68 2.28 1.44 0.2224
H -0.11 1.85 1.95 0.0979


4.
36
Properties=species:S:1:pos:R:3:lowdin_spin:R:1 method="wB97M-V/def2-TZVPD" max_force_ha_per_bohr=0.0349 charge=-1 gap_ev="7.59 / 6.59" e_above_lowest_kcal_mol=0.00 e_homo_ev="-4.8135 / -5.3387" s2=2.005 spin_multiplicity=3
Pd -1.56 8.81 12.61 1.2837
C -3.75 11.56 12.19 0.0060
N -3.58 10.28 12.91 0.0865
C -4.69 9.38 12.54 0.0041
C -3.56 10.54 14.37 0.0095
C -3.15 9.27 15.11 0.0490
C -3.59 8.98 16.39 0.0088
C -3.12 7.87 17.07 0.0065
C -2.16 7.05 16.47 0.0080
C -1.78 7.27 15.15 0.0478
C -2.28 8.40 14.47 0.2444
H -4.68 12.06 12.52 0.0040
H -3.83 11.33 11.12 0.0003
H -2.90 12.21 12.39 0.0003
H -5.66 9.87 12.80 0.0011
H -4.58 8.43 13.05 0.0029
H -4.61 9.19 11.46 -0.0002
H -4.54 10.92 14.72 0.0008
H -2.77 11.27 14.59 0.0012
H -4.36 9.59 16.87 0.0023
H -3.44 7.71 18.09 0.0005
H -1.79 6.20 17.02 0.0015
H -1.05 6.64 14.70 0.0060
S 1.60 5.46 11.33 0.0292
C 0.76 6.73 11.87 0.0244
N 0.18 7.70 12.23 0.0627
N -0.54 9.47 9.63 0.0049
C -1.87 9.18 9.74 0.0100
O -2.37 8.50 10.67 0.0823
C -2.77 9.70 8.77 0.0058
C -4.14 9.44 8.94 0.0008
N -5.26 9.28 9.19 0.0009
C -2.37 10.50 7.70 0.0012
N -1.89 11.11 6.84 0.0026
H 0.07 8.78 10.05 0.0003
H -0.25 9.88 8.75 -0.0001


5.
38
Properties=species:S:1:pos:R:3:mulliken_charge:R:1 method="wB97M-V/def2-TZVPD" max_force_ha_per_bohr=0.0385 charge=+1 gap_ev=6.21 e_above_lowest_kcal_mol=0.00 e_homo_ev=-11.7887
C 0.05 -1.22 -1.14 -1.3865
C -0.64 0.12 -1.25 0.4858
C -0.03 1.23 -1.79 -0.5548
C -0.72 2.41 -1.87 -0.5987
C -2.00 2.53 -1.44 -0.5574
C -2.65 1.42 -0.93 0.6114
C -4.07 1.48 -0.48 -1.2634
N -5.12 1.15 -1.56 -0.2019
Br -4.65 1.70 -3.32 0.2423
S -5.54 -0.57 -1.60 1.1786
O -6.34 -0.79 -0.48 -0.4720
O -4.38 -1.33 -1.81 -0.3753
F -6.38 -0.61 -2.87 -0.1192
C -1.94 0.25 -0.83 -0.0464
H 0.71 -1.29 -0.27 0.1984
H -0.70 -2.02 -1.07 0.3643
H 0.62 -1.40 -2.06 0.4135
H 0.99 1.17 -2.17 0.4669
H -0.25 3.30 -2.29 0.3930
H -2.55 3.46 -1.51 0.4247
H -4.32 2.47 -0.09 0.4935
H -4.25 0.79 0.35 0.4014
H -5.98 1.67 -1.33 0.4823
H -2.44 -0.62 -0.41 0.4310
C 5.55 0.07 3.34 -0.4307
C 6.14 -0.75 2.38 -0.4295
C 5.35 -1.61 1.63 -0.3531
C 3.98 -1.62 1.84 0.1454
C 3.39 -0.81 2.79 -0.3088
C 4.18 0.04 3.54 -0.4428
N 3.15 -2.51 1.02 1.0637
O 3.70 -3.23 0.21 -0.5982
O 1.94 -2.48 1.20 -0.6570
H 6.17 0.74 3.92 0.3798
H 7.21 -0.73 2.23 0.3755
H 5.81 -2.25 0.89 0.4425
H 2.32 -0.84 2.94 0.4292
H 3.72 0.68 4.28 0.3726


6.
40
Properties=species:S:1:pos:R:3:mulliken_charge:R:1 method="wB97M-V/def2-TZVPD" max_force_ha_per_bohr=0.0178 charge=+2 gap_ev="5.91 / 6.77" e_above_lowest_kcal_mol=0.07 e_homo_ev="-15.9656 / -16.0877"
Ru 0.07 -0.53 0.26 1.0468
C -2.42 1.70 -0.68 -0.8185
C -1.39 2.49 0.10 -0.6872
S -0.55 1.50 1.37 0.0463
C -1.93 1.03 2.47 -0.7508
C -1.81 -0.41 2.91 -0.8154
S -1.60 -1.57 1.54 0.1098
C -3.15 -1.31 0.59 -0.7110
C -2.92 -1.10 -0.89 -0.7648
S -1.68 0.16 -1.30 0.0613
H -2.76 2.27 -1.54 0.5608
H -3.29 1.45 -0.08 0.4455
H -1.84 3.35 0.60 0.4995
H -0.58 2.86 -0.53 0.4005
H -2.87 1.22 1.96 0.4014
H -1.88 1.70 3.33 0.5330
H -2.68 -0.72 3.49 0.5278
H -0.93 -0.57 3.54 0.4444
H -3.68 -0.48 1.05 0.4065
H -3.75 -2.21 0.74 0.5171
H -3.85 -0.81 -1.38 0.5648
H -2.55 -2.00 -1.38 0.4364
Br 2.45 2.33 0.19 -0.0040
C 2.51 1.01 -1.15 0.1078
C 3.49 1.12 -2.13 -0.5772
C 3.56 0.16 -3.12 -0.4482
C 2.65 -0.89 -3.10 -0.7731
C 1.71 -0.92 -2.10 0.6618
N 1.62 0.02 -1.13 0.2682
C 0.74 -2.06 -2.02 0.2901
O 0.67 -2.94 -2.80 -0.4965
O -0.09 -2.00 -0.93 -0.5841
H 4.19 1.95 -2.09 0.4617
H 4.32 0.23 -3.89 0.4665
H 2.65 -1.68 -3.84 0.5537
N 5.78 -0.69 2.55 -0.2758
C 4.65 -0.87 2.70 0.4020
N 3.36 -1.09 2.92 -0.3623
C 2.40 -0.92 2.18 0.5480
N 1.37 -0.79 1.58 -0.6927


7.
32
Properties=species:S:1:pos:R:3:lowdin_spin:R:1 method="wB97M-V/def2-TZVPD" max_force_ha_per_bohr=0.0560 charge=-1 gap_ev="5.54 / 5.55" e_homo_ev="-2.8852 / -2.8878" s2=3.753 spin_multiplicity=4
C 1.47 -1.89 -2.48 -0.0012
C 0.09 -1.97 -2.86 -0.0017
C -0.52 -2.99 -2.07 -0.0029
C 0.49 -3.54 -1.20 -0.0008
C 1.71 -2.84 -1.45 -0.0040
Er 0.13 -1.10 -0.53 3.0349
C -0.77 0.87 -1.72 -0.0099
C 0.67 1.27 -1.72 -0.0006
C 1.22 2.10 -2.71 -0.0013
N 1.40 0.68 -0.76 -0.0054
H -1.55 -3.32 -2.13 0.0000
H -0.41 -1.36 -3.61 0.0002
H 0.35 -4.37 -0.51 0.0003
H 2.68 -3.05 -0.98 -0.0001
H 2.23 -1.25 -2.95 0.0000
H -1.29 1.00 -2.66 -0.0005
H 2.36 0.99 -0.61 0.0001
H -1.33 1.23 -0.84 0.0002
H 0.56 2.42 -3.52 -0.0001
H 2.28 2.34 -2.70 -0.0002
Te -1.85 -1.65 1.57 -0.0072
C -1.25 0.14 2.49 0.0003
C -2.25 1.11 2.69 -0.0002
C -1.96 2.25 3.45 0.0000
C -0.66 2.44 3.96 -0.0001
C 0.35 1.51 3.69 0.0000
C 0.07 0.36 2.94 0.0002
H -3.24 0.94 2.27 -0.0001
H -2.73 3.00 3.63 0.0000
H -0.44 3.34 4.56 0.0000
H 1.36 1.68 4.07 0.0000
H 0.84 -0.38 2.71 0.0002


8.
40
Properties=species:S:1:pos:R:3:mulliken_charge:R:1 method="wB97M-V/def2-TZVPD" max_force_ha_per_bohr=0.0278 charge=-1 gap_ev=7.10 e_homo_ev=-4.4518
Pt 0.24 -1.04 -0.10 1.2504
C -2.16 -0.35 1.98 -1.2246
C -2.61 -0.94 0.65 -0.7778
N -1.81 -0.56 -0.54 0.1322
C -2.30 -1.34 -1.71 -0.6416
C -1.36 -1.35 -2.90 -1.2270
C -1.84 0.90 -0.79 -1.0528
C -0.70 1.67 -0.13 -0.6729
N 0.54 0.95 -0.38 -0.4540
C 1.73 1.54 -0.13 0.4042
C 2.94 0.88 -0.47 0.0971
F 2.89 -0.32 -1.07 -0.3564
C 4.18 1.41 -0.24 0.2451
F 5.26 0.69 -0.59 -0.3247
C 4.36 2.67 0.32 -0.6661
C 3.21 3.35 0.63 0.1719
F 3.29 4.58 1.18 -0.3311
C 1.95 2.82 0.42 0.5332
F 0.90 3.60 0.81 -0.3344
H -2.64 -0.91 2.79 0.3978
H -2.44 0.70 2.08 0.2985
H -1.08 -0.44 2.11 0.2686
H -3.65 -0.65 0.45 0.4816
H -2.57 -2.03 0.70 0.4446
H -3.28 -0.94 -2.01 0.4718
H -2.43 -2.36 -1.36 0.4463
H -1.34 -0.39 -3.43 0.3579
H -1.68 -2.12 -3.60 0.4037
H -0.34 -1.57 -2.58 0.2266
H -2.80 1.31 -0.44 0.2772
H -1.79 1.05 -1.87 0.4818
H -0.89 1.86 0.93 0.2926
H -0.68 2.65 -0.63 0.5688
H 5.34 3.08 0.50 0.4610
O 0.97 -2.88 3.30 -0.6544
C 0.93 -2.62 2.11 0.5202
O 1.40 -1.52 1.59 -0.7346
C 0.26 -3.60 1.10 0.6968
O 0.18 -4.79 1.29 -0.6614
O -0.17 -3.01 0.00 -0.8158


9.
36
Properties=species:S:1:pos:R:3:lowdin_spin:R:1 method="wB97M-V/def2-TZVPD" max_force_ha_per_bohr=0.1650 charge=+1 gap_ev="5.54 / 6.53" e_homo_ev="-8.3188 / -11.3744" s2=6.076 spin_multiplicity=5
C 2.29 -0.50 0.32 0.0026
C 3.35 -0.25 -0.74 0.0007
N 2.61 -0.43 -1.97 0.0012
C 3.14 -0.14 -3.31 0.0007
C 1.98 -0.47 -4.23 0.0022
S 0.40 -0.54 -3.24 0.0060
C 1.29 -0.52 -1.77 0.0037
N 0.98 -0.55 -0.44 0.0141
H 2.45 -1.43 0.86 0.0006
H 2.20 0.31 1.05 0.0004
H 3.70 0.78 -0.60 0.0000
H 4.20 -0.94 -0.64 0.0001
H 3.42 0.92 -3.38 0.0001
H 4.02 -0.74 -3.55 0.0001
H 1.83 0.25 -5.03 0.0001
H 2.12 -1.50 -4.61 0.0000
O -0.92 2.37 3.51 0.0082
C -1.82 1.90 2.92 0.0220
Fe -2.97 0.95 2.05 2.3413
C -4.25 1.10 3.18 0.1103
O -4.87 1.76 3.92 0.1194
C -3.35 2.28 0.94 0.0909
O -3.31 3.33 0.43 0.0631
C -0.20 -0.14 0.26 0.0711
C -0.19 -0.85 1.67 0.0564
C -1.50 -0.69 2.38 0.2984
C -2.66 -1.08 1.65 0.1843
C -2.69 -0.66 0.28 0.1379
C -1.55 -0.23 -0.37 0.3779
H -0.15 0.93 0.54 0.0191
H 0.00 -1.94 1.53 0.0148
H 0.62 -0.39 2.29 -0.0001
H -1.39 -0.84 3.47 0.0134
H -3.46 -1.66 2.13 0.0152
H -3.66 -0.72 -0.21 0.0052
H -1.64 0.31 -1.31 0.0186


10.
38
Properties=species:S:1:pos:R:3:mulliken_charge:R:1 method="wB97M-V/def2-TZVPD" max_force_ha_per_bohr=0.0317 charge=+1 gap_ev=7.26 e_homo_ev=-11.5095
Ir -0.70 0.30 -0.07 1.4073
O -0.51 0.19 2.02 -0.4750
N 0.67 0.24 2.48 -0.0928
N 1.59 0.45 1.64 0.8437
O 1.33 0.62 0.35 -0.7493
C 2.96 0.46 2.06 0.5368
C 3.95 0.52 1.09 -0.3330
C 5.28 0.51 1.47 -0.5521
C 5.61 0.44 2.82 -0.5019
C 4.61 0.39 3.78 -0.5102
C 3.28 0.40 3.41 -0.3680
H 3.66 0.59 0.05 0.3517
H 6.05 0.55 0.72 0.3744
H 6.65 0.43 3.12 0.3948
H 4.87 0.34 4.83 0.3838
H 2.50 0.37 4.16 0.4460
O -2.31 -0.98 -0.26 -0.8303
N -3.56 -0.49 -0.16 0.3508
C -4.56 -1.39 -0.17 -0.2072
C -5.86 -0.98 -0.10 -0.7352
C -6.14 0.39 -0.03 -0.1466
C -5.09 1.29 -0.03 -0.7580
C -3.78 0.83 -0.09 0.7624
S -2.43 1.90 -0.06 -0.3568
H -4.26 -2.42 -0.23 0.4341
H -6.66 -1.71 -0.10 0.4178
H -7.16 0.75 0.01 0.4125
H -5.26 2.35 0.03 0.3843
C 1.17 -1.27 -2.33 -1.1466
C 0.20 -0.31 -2.93 1.2439
C 0.09 -0.19 -4.42 -1.2482
O -0.53 0.39 -2.23 -0.7110
H 1.70 -1.86 -3.07 0.3989
H 0.65 -1.94 -1.63 0.3307
H 1.89 -0.70 -1.74 0.1991
H 0.87 -0.74 -4.93 0.3789
H 0.11 0.86 -4.70 0.3578
H -0.89 -0.58 -4.72 0.3125


11.
32
Properties=species:S:1:pos:R:3:mulliken_charge:R:1 method="wB97M-V/def2-TZVPD" max_force_ha_per_bohr=0.0781 gap_ev=2.10 e_above_lowest_kcal_mol=42.63 e_homo_ev=-4.5111
C 5.95 1.65 0.89 -1.1433
C 5.05 0.42 1.05 -0.1851
O 3.77 0.76 0.42 -0.3093
C 2.73 -0.13 0.55 0.3964
C 1.61 0.23 -0.23 -0.8375
C 0.24 -0.38 -0.13 -0.1846
O 2.84 -1.07 1.34 -0.7650
H 6.98 1.46 1.22 0.3787
H 5.97 1.97 -0.16 0.2910
H 5.56 2.48 1.48 0.2767
H 5.52 -0.44 0.54 0.2617
H 4.93 0.20 2.12 0.2528
H 1.76 1.04 -0.93 0.2618
H 0.06 -0.84 -1.09 0.0959
H 0.29 -1.14 0.67 0.2742
C -2.78 0.62 1.49 -0.9192
Li -4.54 -0.07 -3.15 0.9217
C -1.55 1.06 1.16 -0.5355
C -1.00 0.44 -0.15 0.3409
C -2.36 -0.31 -0.61 0.1786
C -3.31 -0.26 0.40 0.2981
C -4.55 -0.93 0.23 -0.6227
C -4.83 -1.56 -1.00 -0.1342
C -3.81 -1.74 -1.94 -1.4006
C -2.65 -0.94 -1.83 -0.2922
H -3.41 0.94 2.33 0.4127
H -0.89 1.71 1.71 0.4798
H -0.73 1.21 -0.87 0.2763
H -5.28 -0.90 1.03 0.4194
H -5.76 -2.08 -1.14 0.4961
H -3.89 -2.48 -2.73 0.5073
H -1.94 -0.90 -2.66 0.5090


12.
38
Properties=species:S:1:pos:R:3:mulliken_charge:R:1 method="wB97M-V/def2-TZVPD" max_force_ha_per_bohr=0.0158 charge=-1 gap_ev=3.11 e_homo_ev=-2.2066
C 2.12 3.89 4.62 -0.7876
C 0.99 4.87 4.57 -0.4974
S -0.63 4.11 4.37 0.6863
O -0.79 3.60 3.02 -0.5100
O -1.76 4.86 4.90 -0.6671
H 2.00 3.26 5.52 0.0967
H 2.07 3.21 3.76 0.0017
H 1.04 5.55 3.71 0.3203
H 0.91 5.44 5.49 0.2734
H -0.42 3.02 5.15 0.0580
C -1.14 2.06 -1.09 -0.6109
C -0.81 2.20 0.25 -0.3196
C 0.30 1.54 0.76 -0.3810
C 1.03 0.74 -0.09 0.1944
C 0.72 0.59 -1.43 -0.5415
C -0.38 1.26 -1.93 -0.3413
N 2.20 0.01 0.44 1.0490
O 2.46 0.13 1.62 -0.6044
O 2.86 -0.64 -0.35 -0.6440
H -2.01 2.58 -1.49 0.3798
H -1.39 2.83 0.91 0.4832
H 0.56 1.67 1.81 0.4486
H 1.33 -0.05 -2.06 0.4964
H -0.65 1.14 -2.97 0.4267
C -1.26 -5.62 -1.76 -0.4391
C -1.65 -4.34 -1.39 -0.4814
C -1.29 -3.25 -2.16 -0.2962
C -0.54 -3.47 -3.30 0.1489
C -0.13 -4.73 -3.69 -0.4380
C -0.50 -5.82 -2.91 -0.3735
N -0.14 -2.31 -4.12 0.9986
O -0.52 -1.22 -3.75 -0.5629
O 0.53 -2.52 -5.11 -0.6191
H -1.55 -6.47 -1.15 0.3740
H -2.24 -4.19 -0.49 0.3759
H -1.57 -2.25 -1.89 0.4933
H 0.47 -4.86 -4.58 0.4481
H -0.19 -6.81 -3.19 0.3616